ORCA calculation (ωB97M-V/def2-TZVPD) on C20H22N4O4S as an isolated structure in a non-equilibrium geometry.

```
! wB97M-V def2-TZVPD RIJCOSX def2/J DEFGRID3
* xyz 0 1
C -7.257 -0.970 -1.811
C -6.335 -1.276 -0.657
H -6.187 -2.253 -0.542
H -6.918 -0.903 0.219
O -5.186 -0.823 -0.956
C -4.358 -1.050 0.195
O -4.621 -1.823 1.245
N -3.119 -0.372 -0.214
C -2.887 0.619 -1.209
H -3.656 0.627 -1.783
C -2.595 2.141 -0.431
N -1.549 1.898 0.394
C -0.246 2.226 0.107
O -0.084 3.149 -0.754
C 0.847 2.283 1.131
N 1.646 1.127 1.132
N 1.223 -0.192 1.330
C 1.812 -1.180 1.153
C 3.260 -0.950 0.462
C 3.699 0.217 0.366
C 5.000 0.046 -0.384
C 5.808 1.151 -0.539
C 7.153 0.817 -1.143
C 7.468 -0.587 -1.137
C 6.674 -1.478 -1.162
C 5.520 -1.274 -0.423
S 4.206 -2.583 0.139
H 6.997 -2.524 -1.037
H 8.423 -0.925 -1.598
H 7.883 1.432 -1.442
H 5.629 2.195 -0.650
C 2.973 1.369 0.393
O 3.457 2.565 0.398
C 1.189 -2.557 1.395
H 1.857 -3.086 2.034
H 1.048 -2.795 0.548
H 0.311 -2.257 1.783
H 0.469 2.279 2.544
H 1.472 3.227 1.145
C -1.843 0.960 1.624
H -0.797 0.628 2.354
C -2.176 -0.453 1.118
H -2.457 -1.288 1.662
H -1.185 -1.030 0.403
H -2.705 1.231 2.027
H -2.088 2.617 -1.208
H -3.341 2.182 0.132
H -1.828 0.129 -1.654
H -7.401 0.195 -2.122
H -8.419 -1.364 -1.753
H -6.784 -1.318 -2.824
*
```

Gap between HOMO and LUMO = 0.310 Eh
E_HOMO = -8.612 eV
Energy relative to the best compared isomer or geometry (same formula, charge and spin) = 1884.3 kJ/mol
E_tot = -46065.0221 eV



ORCA calculation (ωB97M-V/def2-TZVPD) on one molecule with the formula C3H6N2O in a non-equilibrium geometry.

```
! wB97M-V def2-TZVPD RIJCOSX def2/J DEFGRID3
* xyz 0 1
C 0.384 1.632 -0.577
C -0.892 1.430 -0.679
C 0.226 -0.440 -0.773
N 0.172 -1.080 1.646
N 0.592 -1.337 0.251
O -1.130 0.023 -0.588
H 0.917 2.608 -0.686
H -1.657 2.113 -0.709
H 0.506 -0.672 -1.763
H -0.665 -0.625 1.551
H -0.061 -1.924 2.011
H 1.608 -1.729 0.316
*
```

Gap between HOMO and LUMO = 0.335 Eh
E_HOMO = -8.077 eV
Energy relative to the best compared isomer or geometry (same formula, charge and spin) = 588.1 kJ/mol
E_tot = -8230.6036 eV



ORCA calculation (ωB97M-V/def2-TZVPD) on a 2-piece molecular cluster, C4H9ClN overall in a non-equilibrium geometry.

```
! wB97M-V def2-TZVPD RIJCOSX def2/J DEFGRID3
* xyz 1 1
C -1.714 1.825 -0.173
C -1.676 0.541 0.114
C 1.564 0.455 -0.457
C 0.683 -0.331 0.544
N 0.315 -1.720 0.201
Cl -2.777 -0.773 0.338
H -2.483 2.572 0.121
H -0.841 2.174 -0.514
H 1.057 0.660 -1.412
H 2.495 -0.126 -0.590
H 1.793 1.337 0.050
H 0.973 -0.122 1.506
H 0.674 -2.602 0.743
H 0.647 -2.001 -0.691
H -0.710 -1.891 0.220
*
```

Gap between HOMO and LUMO (alpha / beta) = 0.318 / 0.308 Eh
E_HOMO (alpha / beta) = -13.288 / -13.105 eV
Energy relative to the best compared isomer or geometry (same formula, charge and spin) = 380.9 kJ/mol
E_tot = -18294.7895 eV



ORCA calculation (ωB97M-V/def2-TZVPD) on C34H57As3N3O7P2S4Y as an isolated structure in a non-equilibrium geometry.

```
! wB97M-V def2-TZVPD RIJCOSX def2/J DEFGRID3
* xyz -2 1
Y 0.156 -0.870 -0.431
S 2.230 -3.471 0.335
S 3.626 -3.727 -1.131
S 2.976 -2.390 -2.622
S 2.790 -0.620 -1.646
C -1.845 -6.204 -0.100
C -0.692 -5.198 -0.125
O 0.462 -5.930 0.245
P -1.009 -3.943 1.208
O -0.684 -4.805 2.523
O -2.596 -3.847 1.329
O -0.392 -2.588 1.282
P -0.630 -4.291 -1.784
O 0.585 -5.009 -2.553
O -1.908 -4.568 -2.486
O -0.277 -2.841 -1.525
H -2.197 -6.390 0.915
H -1.464 -7.134 -0.524
H -2.664 -5.855 -0.720
H 1.228 -5.298 0.190
H 0.112 -5.334 2.327
H -2.855 -2.984 0.958
H 1.440 -4.620 -2.283
C 2.062 2.683 -1.859
As 1.492 2.350 -0.007
C 1.225 4.325 0.282
C 3.358 2.242 0.672
C 3.627 2.171 2.179
C 3.148 3.447 2.885
C 2.918 0.967 2.850
As 2.446 -0.663 1.756
C 1.957 -1.685 3.357
C 4.311 -1.297 1.622
C 5.141 2.004 2.408
As 6.578 3.147 1.657
C 5.784 4.906 1.230
C 6.623 2.482 -0.193
H 2.618 3.622 -1.924
H 1.176 2.735 -2.494
H 2.679 1.862 -2.214
H 2.183 4.840 0.358
H 0.633 4.525 1.176
H 0.683 4.712 -0.582
H 3.897 3.090 0.243
H 3.745 1.333 0.196
H 2.080 3.593 2.712
H 3.677 4.332 2.529
H 3.309 3.360 3.963
H 1.961 1.295 3.262
H 3.514 0.623 3.700
H 2.684 -1.542 4.159
H 1.912 -2.739 3.092
H 0.966 -1.375 3.693
H 4.838 -1.114 2.562
H 4.813 -0.791 0.797
H 4.303 -2.361 1.407
H 5.438 1.013 2.054
H 5.326 2.004 3.487
H 5.597 5.483 2.135
H 4.861 4.825 0.657
H 6.517 5.449 0.630
H 6.673 1.394 -0.190
H 7.514 2.865 -0.691
H 5.745 2.783 -0.763
C -3.374 -1.813 -1.407
N -2.553 -1.224 -0.345
C -3.004 -0.895 0.811
C -2.230 -0.165 1.756
C -2.649 0.254 3.024
C -1.633 1.069 3.520
C -0.653 1.099 2.522
N -0.992 0.353 1.460
C -4.764 -2.285 -1.060
C -5.051 -3.646 -1.045
C -6.319 -4.101 -0.713
C -7.319 -3.197 -0.384
C -7.049 -1.836 -0.405
C -5.783 -1.384 -0.748
H -2.804 -2.635 -1.840
H -3.436 -1.054 -2.197
H -4.029 -1.113 1.129
H -3.583 -0.012 3.500
H -1.603 1.583 4.469
H 0.254 1.685 2.519
H -4.265 -4.341 -1.315
H -6.526 -5.164 -0.706
H -8.310 -3.547 -0.120
H -7.826 -1.125 -0.150
H -5.580 -0.318 -0.780
C -1.926 4.076 -1.278
N -2.992 3.110 -1.163
C -4.200 3.499 -1.846
C -2.543 1.718 -1.268
C -1.723 1.298 -2.480
C -2.127 1.779 -3.728
C -1.431 1.471 -4.885
C -0.318 0.653 -4.785
C 0.061 0.157 -3.544
C -0.600 0.445 -2.332
H -2.269 5.050 -0.914
H -1.555 4.202 -2.309
H -1.095 3.739 -0.655
H -4.674 4.324 -1.300
H -4.899 2.662 -1.867
H -4.054 3.845 -2.884
H -3.444 1.101 -1.209
H -1.956 1.516 -0.372
H -3.004 2.413 -3.800
H -1.763 1.859 -5.843
H 0.257 0.397 -5.670
H 0.938 -0.479 -3.535
*
```

Gap between HOMO and LUMO = 0.217 Eh
E_HOMO = -1.838 eV
E_tot = -300475.0757 eV



ORCA calculation (ωB97M-V/def2-TZVPD) on C42H63ClN2O5P2ReSi as an isolated structure.

```
! wB97M-V def2-TZVPD RIJCOSX def2/J DEFGRID3
* xyz 2 2
Re -0.121 -0.517 0.090
C 0.762 0.753 1.986
Si 0.618 1.743 0.324
C -0.572 3.105 0.680
C -0.267 4.392 1.129
C -1.284 5.289 1.407
C -2.610 4.910 1.235
C -2.924 3.632 0.805
C -1.902 2.724 0.525
P -2.186 0.997 0.011
C -2.868 0.921 -1.691
C -4.168 1.714 -1.943
C -3.970 3.170 -2.372
C -2.946 3.308 -3.491
C -1.617 2.698 -3.062
C -1.795 1.215 -2.751
C -3.527 0.554 1.205
C -2.979 0.459 2.635
C -4.133 0.478 3.639
C -5.165 -0.603 3.331
C -5.669 -0.498 1.895
C -4.506 -0.583 0.904
C 1.959 2.314 -0.827
C 2.381 3.631 -1.014
C 3.135 3.970 -2.128
C 3.448 3.011 -3.083
C 3.054 1.694 -2.903
C 2.329 1.349 -1.769
P 1.949 -0.330 -1.243
C 3.495 -0.929 -0.385
C 3.639 -0.720 1.132
C 4.221 0.630 1.544
C 5.578 0.846 0.891
C 5.417 0.812 -0.622
C 4.795 -0.500 -1.106
C 1.764 -1.488 -2.683
C 3.014 -2.164 -3.297
C 3.639 -1.480 -4.514
C 2.590 -1.030 -5.555
C 1.177 -1.447 -5.160
C 0.841 -0.895 -3.777
H 1.792 0.948 2.289
H 0.677 -0.342 2.134
H 0.063 1.193 2.695
H 0.758 4.698 1.291
H -1.048 6.283 1.762
H -3.405 5.614 1.444
H -3.965 3.370 0.674
H -3.118 -0.144 -1.757
H -4.834 1.658 -1.078
H -4.690 1.190 -2.749
H -3.644 3.783 -1.530
H -4.936 3.568 -2.687
H -2.819 4.359 -3.754
H -3.303 2.797 -4.391
H -1.235 3.234 -2.185
H -0.867 2.810 -3.848
H -0.842 0.773 -2.450
H -2.092 0.702 -3.671
H -4.125 1.470 1.165
H -2.302 1.294 2.843
H -2.409 -0.469 2.744
H -4.613 1.461 3.604
H -3.741 0.358 4.650
H -5.998 -0.530 4.031
H -4.714 -1.590 3.482
H -6.204 0.448 1.758
H -6.384 -1.295 1.683
H -4.874 -0.533 -0.123
H -4.025 -1.548 1.031
H 2.113 4.407 -0.312
H 3.458 4.994 -2.267
H 4.005 3.290 -3.967
H 3.312 0.948 -3.643
H 3.381 -2.007 -0.543
H 4.340 -1.489 1.478
H 2.704 -0.924 1.647
H 4.301 0.666 2.633
H 3.561 1.449 1.241
H 6.270 0.063 1.217
H 6.008 1.798 1.203
H 6.382 0.933 -1.116
H 4.806 1.664 -0.926
H 5.520 -1.303 -0.931
H 4.653 -0.459 -2.186
H 1.213 -2.300 -2.198
H 2.669 -3.149 -3.619
H 3.780 -2.366 -2.548
H 4.327 -2.197 -4.963
H 4.268 -0.639 -4.214
H 2.842 -1.422 -6.539
H 2.602 0.060 -5.654
H 1.071 -2.535 -5.173
H 0.458 -1.060 -5.883
H -0.197 -1.103 -3.527
H 0.943 0.194 -3.823
N 0.919 -2.239 0.681
C 1.280 -3.331 0.861
N 1.710 -4.520 1.072
C 3.116 -4.910 0.823
C 3.114 -6.088 -0.139
O 2.315 -7.133 0.365
C 0.959 -6.753 0.482
C 0.807 -5.624 1.486
H 3.557 -5.195 1.779
H 3.658 -4.056 0.417
H 4.124 -6.478 -0.249
H 2.749 -5.767 -1.124
H 0.409 -7.628 0.824
H 0.562 -6.445 -0.493
H 1.120 -5.946 2.480
H -0.213 -5.251 1.524
O -1.774 -1.949 0.735
Cl -1.883 -2.634 -0.585
O -1.346 -3.937 -0.517
O -3.184 -2.591 -1.106
O -0.964 -1.756 -1.415
*
```

Gap between HOMO and LUMO (alpha / beta) = 0.325 / 0.271 Eh
E_HOMO (alpha / beta) = -14.261 / -14.172 eV
Energy relative to the best compared isomer or geometry (same formula, charge and spin) = 4.2 kJ/mol
E_tot = -98883.2539 eV



ORCA calculation (ωB97M-V/def2-TZVPD) on C46H70BFN8SSiTeY as an isolated structure.

```
! wB97M-V def2-TZVPD RIJCOSX def2/J DEFGRID3
* xyz -1 1
Y -1.156 0.198 0.045
C -4.394 -2.660 1.396
C -3.527 -3.179 0.244
C -3.880 -2.465 -1.049
C -2.062 -3.182 0.600
C -1.501 -4.201 1.372
C -0.174 -3.887 1.513
C 0.746 -4.684 2.398
C 1.823 -5.491 1.671
C 1.230 -3.829 3.574
N 0.065 -2.740 0.818
N -1.127 -2.293 0.286
B 1.483 -2.125 0.483
N 1.616 -1.839 -1.055
N 0.494 -1.608 -1.806
C 0.812 -1.856 -3.071
C 2.173 -2.184 -3.163
C 2.652 -2.168 -1.878
C 4.096 -2.429 -1.542
C 4.348 -3.856 -1.046
C 4.710 -1.337 -0.668
C -0.175 -2.006 -4.202
C -1.466 -1.244 -3.999
C 0.441 -1.672 -5.561
N 1.821 -0.868 1.355
N 0.983 0.211 1.300
C 1.343 1.046 2.272
C 2.406 0.502 2.979
C 2.702 -0.708 2.384
C 3.889 -1.507 2.930
C 4.282 -2.883 2.406
C 5.144 -0.616 2.896
C 0.826 2.434 2.537
C 1.753 3.460 1.870
C -0.623 2.699 2.182
H -5.447 -2.867 1.187
H -4.125 -3.136 2.340
H -4.276 -1.582 1.507
H -3.757 -4.243 0.110
H -3.774 -1.391 -0.932
H -3.265 -2.803 -1.884
H -4.929 -2.647 -1.293
H -2.009 -5.051 1.798
H 0.078 -5.435 2.833
H 2.492 -4.873 1.084
H 2.420 -6.055 2.392
H 1.353 -6.202 0.989
H 1.709 -2.913 3.241
H 0.375 -3.532 4.182
H 1.930 -4.386 4.203
H 2.297 -2.941 0.769
H 2.750 -2.402 -4.047
H 4.599 -2.361 -2.512
H 3.765 -4.088 -0.161
H 4.074 -4.573 -1.821
H 5.405 -3.996 -0.806
H 4.126 -1.163 0.231
H 5.731 -1.603 -0.381
H 4.744 -0.392 -1.210
H -0.420 -3.076 -4.218
H -1.298 -0.171 -4.100
H -2.208 -1.543 -4.744
H -1.873 -1.439 -3.013
H 0.698 -0.614 -5.620
H 1.340 -2.256 -5.763
H -0.280 -1.888 -6.353
H 2.905 0.950 3.822
H 3.632 -1.644 3.986
H 4.654 -2.842 1.387
H 5.096 -3.254 3.034
H 3.479 -3.607 2.451
H 5.441 -0.406 1.868
H 4.986 0.336 3.399
H 5.973 -1.130 3.390
H 0.929 2.551 3.621
H 1.794 3.302 0.790
H 1.383 4.470 2.059
H 2.770 3.391 2.260
H -0.858 2.478 1.134
H -1.309 2.154 2.820
H -0.836 3.764 2.277
C 1.470 1.731 -4.108
Si 1.074 2.237 -2.333
C 1.304 4.124 -2.261
C 2.466 1.487 -1.325
N -0.489 1.629 -1.879
C -1.526 2.064 -2.666
C -1.529 3.145 -3.579
C -2.649 3.495 -4.320
C -3.841 2.791 -4.217
C -3.879 1.691 -3.365
C -2.748 1.379 -2.662
F -2.793 0.244 -1.865
H 2.338 2.282 -4.483
H 0.638 1.913 -4.792
H 1.709 0.666 -4.130
H 2.167 4.381 -1.640
H 0.436 4.643 -1.862
H 1.496 4.519 -3.264
H 3.306 2.187 -1.292
H 2.801 0.574 -1.820
H 2.202 1.227 -0.305
H -0.635 3.741 -3.699
H -2.584 4.347 -4.986
H -4.716 3.078 -4.784
H -4.765 1.085 -3.234
C -1.731 -0.276 2.406
H -2.254 -1.242 2.441
H -2.400 0.418 2.927
H -0.855 -0.398 3.064
Te -4.022 1.543 0.455
C -4.177 2.439 2.362
C -4.660 1.728 3.462
C -4.774 2.327 4.709
C -4.412 3.656 4.885
C -3.939 4.378 3.797
C -3.826 3.776 2.551
H -4.932 0.687 3.338
H -5.143 1.750 5.550
H -4.497 4.123 5.859
H -3.652 5.417 3.918
H -3.451 4.349 1.711
S -1.655 7.121 -0.516
C -2.874 6.159 -1.239
C -2.639 4.847 -0.984
N -1.518 4.586 -0.233
C -0.915 5.687 0.079
H -3.686 6.592 -1.798
H -3.259 4.021 -1.302
H -0.001 5.731 0.654
*
```

Gap between HOMO and LUMO = 0.227 Eh
E_HOMO = -3.869 eV
Energy relative to the best compared isomer or geometry (same formula, charge and spin) = 161.1 kJ/mol
E_tot = -91209.7053 eV